## a
3 unconnected molecules or ions with the total composition C2H13N2O2, computed with ωB97M-V/def2-TZVPD.

Output
total charge = +1
HOMO-LUMO gap = 10.8 eV
HOMO energy = -0.5114 Eh

Each line ends with the natural charge from an NBO analysis.
CARTESIAN COORDINATES (ANGSTROEM)
N (-0.552, -0.495, -0.277)  -0.690
C (0.898, -0.777, -0.201)  -0.217
C (1.328, 0.542, 0.543)  -0.245
N (0.784, 1.740, 0.046)  -0.898
H (-0.499, 0.530, -0.463)  0.442
H (-1.086, -0.802, 0.483)  0.444
H (-1.030, -0.826, -1.205)  0.456
H (1.287, -0.862, -1.202)  0.234
H (0.916, -1.669, 0.407)  0.237
H (2.457, 0.389, 0.533)  0.203
H (1.107, 0.443, 1.586)  0.216
H (0.897, 2.520, 0.672)  0.412
H (0.520, 1.963, -0.931)  0.406
H (-1.099, -3.770, -2.032)  0.496
H (0.032, -3.893, -1.014)  0.489
O (-0.596, -3.239, -1.397)  -0.981
H (-1.060, 2.651, 1.108)  0.462
H (-2.297, 3.143, 1.932)  0.484
O (-2.007, 2.412, 1.412)  -0.951

---

## b
3 unconnected molecules or ions with the total composition C2H13N2O2, computed with ωB97M-V/def2-TZVPD.

Output
total charge = +1
HOMO-LUMO gap = 10.3 eV
HOMO energy = -0.4900 Eh

Each line ends with the natural charge from an NBO analysis.
CARTESIAN COORDINATES (ANGSTROEM)
N (-0.430, -1.118, 0.554)  -0.698
C (-1.048, 0.246, 0.342)  -0.227
C (-1.070, 0.619, -1.142)  -0.240
N (-1.208, 2.056, -1.269)  -0.830
H (-1.060, -1.891, 0.340)  0.429
H (0.372, -1.260, -0.075)  0.465
H (-0.060, -1.180, 1.505)  0.462
H (-2.064, 0.215, 0.742)  0.223
H (-0.375, 0.933, 0.834)  0.239
H (-0.111, 0.320, -1.566)  0.183
H (-1.741, -0.010, -1.741)  0.196
H (-0.591, 2.387, -1.990)  0.381
H (-2.163, 2.315, -1.458)  0.379
H (2.356, 0.114, 2.719)  0.505
H (0.891, 0.395, 3.117)  0.489
O (1.439, -0.094, 2.481)  -0.984
H (2.189, -0.593, -1.291)  0.485
H (2.763, -1.952, -0.968)  0.504
O (1.909, -1.505, -1.135)  -0.961

---

b takes first place; second place is 1.378 eV up.

---

## a
2 unconnected molecules or ions with the total composition C2H7N2O, computed with ωB97M-V/def2-TZVPD.

Output
total charge = +1
HOMO-LUMO gap = 9.9 eV
HOMO energy = -0.5345 Eh

Each line ends with the natural charge from an NBO analysis.
CARTESIAN COORDINATES (ANGSTROEM)
C (-1.443, -0.488, 0.281)  0.152
C (1.931, -0.175, -0.328)  0.481
N (0.835, 0.254, 0.093)  -0.766
N (-1.855, 0.595, -0.362)  -0.663
O (3.102, 0.225, -0.037)  -0.637
H (-1.178, -1.349, -0.332)  0.234
H (-1.376, -0.575, 1.443)  0.257
H (1.810, -0.898, -1.097)  0.143
H (0.847, 0.839, 0.948)  0.364
H (-2.023, 0.325, -1.413)  0.450
H (-2.174, 1.480, 0.073)  0.455
H (3.862, -0.053, -0.623)  0.529

---

## b
2 unconnected molecules or ions with the total composition C2H7N2O, computed with ωB97M-V/def2-TZVPD.

Output
total charge = +1
HOMO-LUMO gap = 8.2 eV
HOMO energy = -0.4885 Eh

Each line ends with the natural charge from an NBO analysis.
CARTESIAN COORDINATES (ANGSTROEM)
C (-1.663, -0.368, 0.715)  0.128
C (1.008, -0.156, -0.125)  0.327
N (-2.190, 0.662, 0.027)  -0.622
N (2.029, -0.894, -0.043)  -0.755
O (1.167, 1.048, -0.678)  -0.722
H (-1.585, -1.416, 0.467)  0.250
H (-0.888, -0.019, 1.359)  0.232
H (-1.759, 1.577, 0.146)  0.435
H (-2.911, 0.666, -0.643)  0.429
H (2.900, -0.823, -0.525)  0.394
H (1.901, -1.764, 0.330)  0.401
H (1.991, 1.487, -1.030)  0.502

---

## c
2 unconnected molecules or ions with the total composition C2H7N2O, computed with ωB97M-V/def2-TZVPD.

Output
total charge = +1
HOMO-LUMO gap = 10.4 eV
HOMO energy = -0.5661 Eh

Each line ends with the natural charge from an NBO analysis.
CARTESIAN COORDINATES (ANGSTROEM)
C (-0.543, 0.198, -0.235)  0.141
C (-1.998, -0.301, -0.535)  0.396
N (-0.626, 1.024, 0.781)  -0.718
N (1.060, -0.951, 0.017)  -0.902
O (-2.756, -0.259, 0.369)  -0.423
H (0.144, 0.462, -1.093)  0.230
H (-2.268, -0.496, -1.559)  0.177
H (-1.374, 0.947, 1.452)  0.428
H (-0.171, 1.911, 1.020)  0.437
H (1.756, -0.746, 0.798)  0.427
H (1.539, -0.872, -0.848)  0.393
H (0.879, -1.968, 0.105)  0.415

---

## d
A gas-phase ion, C2H7N2O (charge +1), computed with ωB97M-V/def2-TZVPD.

Output
total charge = +1
HOMO-LUMO gap = 11.2 eV
HOMO energy = -0.5670 Eh
SMILES = CN(O)C=[NH2+]

Each line ends with the natural charge from an NBO analysis.
CARTESIAN COORDINATES (ANGSTROEM)
C (-0.532, 1.127, -0.114)  0.359
C (0.676, -0.988, 0.079)  -0.453
N (0.562, 0.413, -0.028)  -0.060
N (-1.668, 0.570, 0.295)  -0.721
O (1.848, 1.097, -0.157)  -0.491
H (-0.337, 2.275, -0.182)  0.281
H (0.416, -1.179, 1.176)  0.231
H (-0.049, -1.437, -0.668)  0.238
H (1.651, -1.285, 0.022)  0.267
H (-2.511, 1.039, 0.502)  0.442
H (-1.769, -0.392, 0.271)  0.414
H (2.135, 1.187, 0.810)  0.494

---

a takes first place; second place is 0.147 eV up.

---

## a
A molecular structure, C2H5ClN2, computed with ωB97M-V/def2-TZVPD.

Output
total charge = 0
HOMO-LUMO gap = 9.2 eV
HOMO energy = -0.3320 Eh

Each line ends with the natural charge from an NBO analysis.
CARTESIAN COORDINATES (ANGSTROEM)
C (0.765, -1.080, -0.139)  0.264
C (-0.971, 0.921, 0.292)  -0.462
N (1.449, -0.100, -0.012)  -0.492
N (-1.086, -0.536, 0.038)  -0.623
Cl (3.124, 0.293, -0.182)  0.150
H (0.878, -2.169, -0.232)  0.194
H (0.031, 0.923, 0.639)  0.231
H (-1.089, 1.543, -0.536)  0.186
H (-1.653, 1.035, 1.112)  0.204
H (-1.449, -0.831, -0.979)  0.350

---

## b
A single C2H5ClN2 molecule, computed with ωB97M-V/def2-TZVPD.

Output
total charge = 0
HOMO-LUMO gap = 10.1 eV
HOMO energy = -0.3537 Eh
SMILES = [H]/N=C/CNCl

Each line ends with the natural charge from an NBO analysis.
CARTESIAN COORDINATES (ANGSTROEM)
C (-0.487, 0.552, 0.740)  0.145
C (0.390, 0.274, -0.524)  -0.307
N (0.041, 0.459, 1.909)  -0.659
N (-0.307, -0.839, -1.071)  -0.547
Cl (0.472, -1.193, -2.637)  0.034
H (-1.598, 0.816, 0.563)  0.164
H (0.468, 1.239, -1.082)  0.227
H (1.420, -0.054, -0.196)  0.201
H (-0.382, 0.399, 2.824)  0.373
H (-0.016, -1.653, -0.527)  0.371

---

## c
2 unconnected molecules or ions with the total composition C2H5ClN2, computed with ωB97M-V/def2-TZVPD.

Output
total charge = 0
HOMO-LUMO gap (alpha / beta) = 6.3 / 6.3 eV
HOMO energy (alpha / beta) = -0.2494 / -0.2495 Eh

Each line ends with the natural charge from an NBO analysis.
CARTESIAN COORDINATES (ANGSTROEM)
C (0.528, 0.659, 0.031)  0.590
C (1.818, 0.104, -0.198)  -0.763
N (-0.375, 1.416, 0.157)  -0.472
N (-1.926, -1.464, -0.120)  -0.935
Cl (-2.953, -0.066, -0.052)  0.012
H (2.188, 0.419, -1.201)  0.284
H (1.579, -0.949, -0.237)  0.302
H (2.562, 0.311, 0.561)  0.278
H (-1.417, 1.214, 0.237)  0.417
H (-2.003, -1.645, 0.823)  0.286

---

b takes first place; second place is 2.210 eV up.

---

## a
2 unconnected molecules or ions with the total composition C5H5Cl, computed with ωB97M-V/def2-TZVPD.

Output
total charge = 0
HOMO-LUMO gap = 10.4 eV
HOMO energy = -0.3517 Eh
SMILES = C=C=CCl.C#C

Each line ends with the natural charge from an NBO analysis.
CARTESIAN COORDINATES (ANGSTROEM)
C (0.455, -2.786, -0.762)  -0.220
C (0.860, -1.909, -0.065)  -0.259
C (-0.478, 1.475, 0.404)  0.052
C (0.185, 2.508, 0.085)  -0.420
C (-0.844, 0.277, 0.649)  -0.294
Cl (-1.993, -0.568, -0.341)  -0.002
H (0.202, -3.589, -1.341)  0.221
H (1.043, -0.918, 0.482)  0.249
H (0.865, 2.459, -0.781)  0.218
H (0.102, 3.487, 0.318)  0.216
H (-0.397, -0.435, 1.352)  0.237

---

## b
A single C5H5Cl molecule, computed with ωB97M-V/def2-TZVPD.

Output
total charge = 0
HOMO-LUMO gap = 9.7 eV
HOMO energy = -0.3301 Eh
SMILES = C#C/C(C)=C/Cl

Each line ends with the natural charge from an NBO analysis.
CARTESIAN COORDINATES (ANGSTROEM)
C (0.509, 1.629, 0.013)  -0.637
C (0.542, 0.121, -0.117)  -0.101
C (-0.558, -0.656, 0.013)  -0.194
C (1.854, -0.440, -0.040)  -0.039
C (3.034, -0.644, 0.058)  -0.195
H (1.425, 2.136, -0.423)  0.230
H (0.507, 1.842, 1.087)  0.231
H (-0.395, 2.076, -0.472)  0.230
H (-0.289, -1.677, -0.057)  0.214
H (4.076, -0.702, 0.047)  0.231
Cl (-2.213, -0.220, 0.015)  0.031

---

b takes first place; second place is 2.515 eV up.